Computed, not measured: 2 unconnected molecules or ions with the total composition C10H16 in a non-equilibrium geometry, with ωB97M-V/def2-TZVPD.

Last column: Löwdin spin population.
Positions of all 26 atoms, in Å:
C 2.094 -0.157 0.816  0.000
C -3.347 -0.267 -1.224  0.103
C -3.139 -1.540 -1.652  0.025
C -1.303 -0.145 0.063  0.074
C -2.021 -2.128 -0.922  0.315
C -1.016 -1.463 -0.237  0.125
C -2.783 1.813 0.042  0.053
C -2.403 0.447 -0.367  0.258
C 3.163 0.906 1.074  0.000
C 4.468 0.316 0.585  0.000
H 2.364 -1.120 1.253  0.000
H -2.310 2.561 -0.668  0.026
H 4.395 -0.482 -0.247  0.000
H -0.151 -1.956 0.241  0.003
H -3.945 1.827 -0.259  0.001
H 1.086 0.083 1.281  0.000
H 1.887 -0.098 -0.349  0.000
H 4.986 -0.159 1.472  0.000
H -0.510 0.412 0.504  -0.001
H -4.288 0.225 -1.595  0.001
H -3.614 -2.042 -2.489  -0.001
H -2.932 2.082 1.031  0.009
H -1.889 -3.259 -1.064  0.011
H 3.254 1.174 2.100  0.000
H 2.869 1.868 0.469  0.000
H 5.085 1.102 0.143  0.000

Its expectation value of S² is 0.7658. The value obtained for the energy above the lowest of the compared OMol25 structures with the same formula, charge and spin is 2.025 eV. As for the spin multiplicity: 2. As for the charge: +1. For the largest force on an atom, the calculation gives 0.110 Eh/bohr. Its HOMO-LUMO gap (alpha / beta) is 9.66 / 5.66 eV. The calculation puts the LUMO energy (alpha / beta) at -4.259 / -8.261 eV.